i | Formula: C7H12N2O
Source: the Open Molecules 2025 dataset
Level of theory: ωB97M-V/def2-TZVPD

Geometry as XYZ:
```
22
Properties=species:S:1:pos:R:3
C 0.9922 -1.4707 0.8413
C -2.3455 1.3051 0.7794
C -0.0794 -1.4482 -0.1522
C -1.5827 0.2472 0.8811
C 2.1232 0.4241 0.0754
C -2.0199 -0.6012 -1.4357
C -1.1294 -0.6073 -0.1510
N 3.3102 0.9768 -0.3170
N 1.0515 1.0467 0.2109
O 2.2053 -0.9048 0.2896
H 1.2629 -2.4952 1.0478
H 0.7190 -1.0835 1.7950
H -2.6007 2.0999 1.6135
H -2.9142 1.6379 -0.2278
H 0.2477 -2.0987 -1.0734
H -1.1115 0.2232 1.7866
H -2.0498 0.5271 -1.6903
H -3.0438 -0.9984 -1.1416
H -1.5123 -1.2176 -2.1085
H 3.2165 1.8649 -0.8776
H 4.1371 0.5752 -0.1442
H 1.1234 1.9975 -0.0011
```

Values from the calculation:
Spin multiplicity   1
SMILES   [H]/N=C(\N)OC/C=C(/C)C=C
HOMO-LUMO gap   9.16 eV

***

ii | Formula: C7H12N2O
Source: the Open Molecules 2025 dataset
Level of theory: ωB97M-V/def2-TZVPD

Geometry as XYZ:
```
22
Properties=species:S:1:pos:R:3
N 2.0742 1.0515 -0.4266
C 1.6292 0.0970 0.4144
C 0.7752 -0.9813 -0.2097
C 0.0554 -1.9815 0.7089
C -1.2058 -1.8463 -0.1705
C -0.6130 -0.5663 -0.8094
C -1.1565 0.7607 -0.3327
C -2.6098 1.0015 -0.1998
N -1.7567 0.9413 0.9877
H 1.3679 -1.4915 -0.9820
H 0.5041 -2.9787 0.7963
H -0.0854 -1.5673 1.7157
H -1.2943 -2.6534 -0.9073
H -2.1692 -1.7555 0.3498
H -0.6246 -0.5502 -1.9078
H -0.5411 1.6128 -0.6386
H -3.0213 1.9846 -0.4366
H -3.2849 0.1627 -0.3876
H -1.8746 0.0515 1.4672
O 1.8177 0.2084 1.6269
H 2.3095 0.8074 -1.3782
H 2.2484 1.9785 -0.0198
```

Values from the calculation:
Spin multiplicity   1
SMILES   NC(=O)[C@H]1CC[C@H]1[C@H]1CN1
HOMO-LUMO gap   10.10 eV

***

iii | Formula: C7H12N2O
Source: the Open Molecules 2025 dataset
Level of theory: ωB97M-V/def2-TZVPD

Geometry as XYZ:
```
22
Properties=species:S:1:pos:R:3
C -0.6895 1.6814 -0.5019
C 0.4166 -0.9173 -1.6280
C 1.2791 -1.4642 0.5663
N 0.3285 -0.6304 -0.1874
C 0.3747 0.8352 0.1587
C -1.4931 0.9647 0.5116
C -1.2629 -0.9403 0.3851
C 1.5506 1.3909 0.5916
N -2.5707 1.4148 1.0123
O -1.9877 -1.5620 -0.3464
H -2.9575 0.7932 1.7251
H -1.1226 -1.1700 1.4549
H -1.0134 1.4939 -1.5230
H -0.5608 2.7525 -0.3374
H -0.3720 -0.3982 -2.1634
H 0.2384 -1.9826 -1.7802
H 1.4011 -0.6043 -1.9786
H 1.2227 -1.2142 1.6237
H 0.9995 -2.5091 0.4303
H 2.2932 -1.2781 0.2146
H 1.6340 2.4665 0.5864
H 2.2920 0.8778 1.1857
```

Values from the calculation:
Spin multiplicity   1
HOMO-LUMO gap   7.63 eV

***

Which structure is the most stable? The one labeled ii.

***

i | Formula: C7H12N2O
Source: the Open Molecules 2025 dataset
Level of theory: ωB97M-V/def2-TZVPD

Geometry as XYZ:
```
22
Properties=species:S:1:pos:R:3
C 2.0967 -1.5778 -0.0997
C 0.6335 -1.2726 0.0611
N 0.1663 -0.8183 1.3644
C 0.0798 0.1041 0.2439
C 1.0093 1.2528 0.3233
N 1.6776 1.9585 1.0711
C -1.2440 0.4796 -0.3748
C -2.4329 -0.4328 -0.3151
C -2.4208 0.8383 0.4898
H 2.7048 -0.9939 0.6039
H 2.2798 -2.6445 0.0880
H 2.4248 -1.3459 -1.1225
H -0.0425 -1.9369 -0.4870
H -0.7430 -1.2024 1.6105
H -1.1367 1.0479 -1.3011
H -3.0609 -0.4834 -1.2046
H -2.3544 -1.3806 0.2223
H -2.2936 0.7423 1.5698
H -3.0559 1.6665 0.1756
O 1.7117 2.0684 -1.1752
H 1.7141 1.3134 -1.7731
H 2.2862 2.6174 0.0293
```

Values from the calculation:
Spin multiplicity   1
HOMO-LUMO gap   9.96 eV

***

ii | Formula: C7H12N2O
Source: the Open Molecules 2025 dataset
Level of theory: ωB97M-V/def2-TZVPD

Geometry as XYZ:
```
22
Properties=species:S:1:pos:R:3
C -0.6295 -1.7946 0.8518
C -1.1038 -0.9970 -0.3492
C -2.4485 -0.2728 -0.2422
N -2.3153 0.7494 0.8044
C -1.8229 1.0374 -0.5486
C -0.4418 0.3971 -0.6854
C 0.6658 0.9490 0.1918
C 1.9677 0.2008 0.1243
N 2.4196 -0.5231 -0.8409
H -0.6633 -1.1890 1.7676
H -1.2763 -2.6709 1.0052
H 0.3965 -2.1600 0.7043
H -1.0898 -1.6271 -1.2493
H -3.4309 -0.6539 -0.5224
H -3.2172 1.2093 0.9157
H -2.2154 1.8819 -1.1152
H -0.1354 0.4191 -1.7411
H 0.8642 1.9961 -0.0898
H 0.3616 0.9605 1.2479
O 2.9533 0.7822 0.8049
H 1.6720 -0.8605 -1.4415
H 3.7363 0.6277 0.0830
```

Values from the calculation:
Spin multiplicity   1
SMILES   [H]/N=C(/O)C[C@H]1[C@@H](C)[C@H]2N[C@@H]12
HOMO-LUMO gap   10.05 eV

***

Which structure is the most stable? The one labeled ii.

***

i | Formula: C4H7I
Source: the Open Molecules 2025 dataset
Level of theory: ωB97M-V/def2-TZVPD

Geometry as XYZ:
```
12
Properties=species:S:1:pos:R:3
C 0.0846 -0.7521 1.1926
C 0.2618 -0.6634 -0.2205
C -1.0777 -1.1089 0.2728
C 0.1609 0.7097 -0.8926
I -1.5874 -3.1643 0.1880
H 0.4155 -1.4253 1.9234
H 0.0269 0.2262 1.7551
H 1.0290 -1.4060 -0.5392
H -2.0071 -0.4856 0.1899
H -0.2817 0.7821 -1.8735
H 1.1337 1.2535 -0.8648
H -0.4629 1.3446 -0.2491
```

Values from the calculation:
Spin multiplicity   1
SMILES   C[C@H]1C[C@@H]1I
HOMO-LUMO gap   9.68 eV

***

ii | Formula: C4H7I
Source: the Open Molecules 2025 dataset
Level of theory: ωB97M-V/def2-TZVPD

Geometry as XYZ:
```
12
Properties=species:S:1:pos:R:3
C 0.3459 0.5110 0.3770
C -0.5163 -0.6566 -0.3889
C 0.3994 1.9711 0.2602
C -0.1892 -2.0867 -0.2657
I -2.3529 0.2282 -0.8573
H 1.3473 0.2326 0.6163
H 1.2811 2.2720 -0.2630
H -0.4926 2.4235 -0.1180
H 0.5843 2.3172 1.2689
H 0.1812 -2.5027 -1.3155
H 0.5232 -2.1514 0.5173
H -1.1112 -2.5582 0.1689
```

Values from the calculation:
Spin multiplicity   1
SMILES   C/C=C(/C)I
HOMO-LUMO gap   8.41 eV

***

Which structure is the most stable? The one labeled i.

***

i | Formula: C2H3BrO
Source: the Open Molecules 2025 dataset
Level of theory: ωB97M-V/def2-TZVPD

Geometry as XYZ:
```
7
Properties=species:S:1:pos:R:3
C 0.9197 0.3761 -0.0947
C 0.3384 -0.7262 -0.0048
O -1.7968 -0.7369 0.4550
Br -2.1407 0.9257 0.3516
H 1.9571 0.6830 -0.3765
H 0.3762 1.3230 -0.1961
H 0.3460 -1.8447 -0.1345
```

Values from the calculation:
Spin multiplicity   1
HOMO-LUMO gap   8.02 eV

***

ii | Formula: C2H3BrO
Source: the Open Molecules 2025 dataset
Level of theory: ωB97M-V/def2-TZVPD

Geometry as XYZ:
```
7
Properties=species:S:1:pos:R:3
C -1.2591 -0.6073 -0.0938
C 1.0243 0.6918 0.0726
O 0.1461 -0.3200 0.0075
Br 2.8214 0.0290 0.0234
H -1.3075 -1.6870 -0.1087
H -2.0282 0.1836 0.0559
H 0.6031 1.7100 0.0431
```

Values from the calculation:
Spin multiplicity   1
HOMO-LUMO gap (alpha / beta)   8.83 / 7.94 eV

***

Which structure is the most stable? The one labeled ii.

***

i | Formula: H17LiO9
Source: the Open Molecules 2025 dataset
Level of theory: ωB97M-V/def2-TZVPD

Geometry as XYZ:
```
27
Properties=species:S:1:pos:R:3
Li 40.8640 2.3890 31.1870
O 41.7960 0.6860 32.0150
H 41.3980 0.2520 31.2370
O 42.6680 3.5180 31.4370
H 43.2400 3.0530 31.9860
H 43.2690 4.2550 31.0930
O 43.2800 1.5250 33.9260
H 42.5090 1.2730 33.3210
H 42.6290 1.7100 34.5930
O 39.6350 -1.5060 30.5930
H 39.7020 -1.7140 31.4580
H 39.3640 -0.6430 30.6820
O 40.8360 2.3910 29.1620
H 40.7120 1.6100 28.8170
H 41.7210 2.6270 28.7110
O 43.5430 0.6170 29.9930
H 44.2500 0.9730 30.5530
H 42.9480 0.4170 30.7330
O 40.0720 0.5990 34.0490
H 39.2270 0.8590 33.7860
H 40.7400 0.6220 33.2880
O 43.1770 -1.1600 32.8470
H 43.8110 -1.3410 32.2000
H 42.6320 -0.4280 32.7210
O 39.6460 -1.5860 33.3760
H 39.7350 -0.6090 33.5780
H 40.3240 -2.0600 33.9690
```

Values from the calculation:
Spin multiplicity   1
HOMO-LUMO gap   8.98 eV

***

ii | Formula: H17LiO9
Source: the Open Molecules 2025 dataset
Level of theory: ωB97M-V/def2-TZVPD

Geometry as XYZ:
```
27
Properties=species:S:1:pos:R:3
Li 0.3099 0.4691 -0.3621
O -0.6851 -1.3101 -0.0255
H -0.9918 -2.1095 0.1905
O 0.0459 3.5159 2.0590
H 0.4217 2.6985 1.6064
H 0.5715 4.1414 1.6305
O -0.1974 -0.7334 2.0403
H -0.1629 -1.5774 2.5260
H -0.5552 -1.0157 1.2666
O 1.7590 -2.3796 0.6332
H 2.3334 -1.7054 0.7730
H 1.0048 -1.8941 0.3847
O -1.0853 -1.5874 -2.5889
H -1.9890 -1.8697 -2.6980
H -0.9448 -1.5093 -1.5986
O 1.6192 0.8236 1.1619
H 2.5212 0.4176 1.0764
H 0.9390 0.4728 1.8319
O -3.1767 -0.4698 -0.1215
H -2.1492 -0.6551 -0.1937
H -3.3803 -0.5756 0.7681
O 1.7425 0.3332 -1.9911
H 2.0982 -0.5573 -2.1605
H 2.3595 1.0019 -2.2433
O -0.9985 1.9140 -0.9659
H -1.0162 1.4692 -1.7943
H -0.3936 2.6921 -1.2049
```

Values from the calculation:
Spin multiplicity   1
HOMO-LUMO gap   9.45 eV

***

Which structure is the most stable? The one labeled ii.

***

i | Formula: C2H6N4O2
Source: the Open Molecules 2025 dataset
Level of theory: ωB97M-V/def2-TZVPD

Geometry as XYZ:
```
14
Properties=species:S:1:pos:R:3
C -0.8346 0.5873 0.5840
C 1.1477 -0.6798 0.6423
H -0.6368 0.3030 -2.1991
H -0.6778 1.9451 -1.3797
H -3.0016 0.7140 -0.2033
H 2.5147 -1.9728 0.2002
H 1.7968 -0.7752 -1.1782
H 0.2198 -0.8516 2.3540
N -1.3242 1.1458 -1.7213
N -1.8623 0.7016 -0.4621
N 2.1183 -0.9411 -0.1795
N 1.1478 -1.0219 1.7806
O -1.0078 0.4537 1.7871
O 0.3999 0.3919 -0.0251
```

Values from the calculation:
Spin multiplicity   1
SMILES   [H]/N=C(/N)OC(=O)NN
HOMO-LUMO gap   10.06 eV

***

ii | Formula: C2H6N4O2
Source: the Open Molecules 2025 dataset
Level of theory: ωB97M-V/def2-TZVPD

Geometry as XYZ:
```
14
Properties=species:S:1:pos:R:3
C 1.3093 0.2704 0.0019
C -1.8172 0.0635 -0.1971
H 3.0318 -1.5241 0.0738
H 3.3338 0.3185 0.3382
H 0.5582 2.2170 0.4525
H -1.0877 0.3455 -1.9484
H -2.8789 -0.6436 1.4396
H -1.2073 -1.8834 0.5896
N 2.5873 -0.3306 -0.2745
N 1.3459 1.3921 0.5689
N -0.8009 0.1810 -0.9252
N -1.7081 -0.7078 0.9531
O 0.2571 -0.4643 -0.7450
O -2.9233 0.7658 -0.3275
```

Values from the calculation:
Spin multiplicity   1
HOMO-LUMO gap   9.75 eV

***

Which structure is the most stable? The one labeled i.